(1)
ORCA calculation (the ωB97M-V functional and the def2-TZVPD basis) on C37H48BIN6PRbS2Se3 as an isolated structure.

HOMO energy = -1.19 eV
net charge = -2
gap between HOMO and LUMO = 4.74 eV
E_LUMO = 3.5510 eV

Element x y z (Å)
Rb -0.4945 -0.9220 -1.2980
C -1.6289 -4.0417 -1.3130
N -2.9213 -3.3970 -1.1583
C -3.9425 -3.4724 -2.0926
C -4.9591 -2.7345 -1.6104
N -4.5852 -2.2176 -0.3890
B -5.5335 -1.3421 0.4879
N -5.0606 0.1426 0.4811
C -4.5552 0.7910 1.5858
C -4.3191 2.0772 1.2565
N -4.6731 2.2124 -0.0797
C -4.5440 3.4151 -0.8743
C -5.1316 1.0152 -0.5495
S -5.6751 0.7454 -2.1283
C -3.3227 -2.6101 -0.1171
S -2.3741 -2.1946 1.2328
H -1.7640 -5.1104 -1.4802
H -1.0640 -3.8919 -0.3950
H -1.0893 -3.6117 -2.1623
H -3.8195 -4.0032 -3.0193
H -5.9173 -2.4930 -2.0327
H -6.6323 -1.4168 -0.0121
H -5.5089 -1.7224 1.6361
H -4.3852 0.2586 2.5036
H -3.9190 2.8963 1.8271
H -4.4560 4.2657 -0.1979
H -5.4268 3.5240 -1.5024
H -3.6560 3.3776 -1.5085
C 2.8132 1.2021 -4.0556
Se 1.6246 2.7391 -3.9954
C 0.5022 2.2582 -5.5154
C -0.3586 1.0316 -5.3202
Se -1.8160 1.3519 -4.0575
C -2.6261 -0.4086 -4.2188
H 3.3712 1.2103 -4.9908
H 2.2372 0.2771 -3.9521
H 3.5006 1.2974 -3.2166
H 1.1777 2.1027 -6.3590
H -0.0969 3.1478 -5.7243
H 0.2191 0.1775 -4.9534
H -0.8176 0.7632 -6.2760
H -3.0880 -0.5207 -5.1981
H -3.3921 -0.4808 -3.4463
H -1.8433 -1.1610 -4.0891
N -1.0249 3.7405 -1.5567
C -0.2886 4.3290 -0.4376
C -0.9535 3.9971 0.8963
C -0.6243 2.6165 1.4448
N -1.0562 1.5331 0.5557
H -0.9498 2.7286 -1.5082
H -0.5807 3.9966 -2.4317
H -0.2922 5.4145 -0.5739
H 0.7642 4.0126 -0.3934
H -2.0370 4.1064 0.7748
H -0.6368 4.7301 1.6453
H -1.0620 2.5234 2.4484
H 0.4610 2.5409 1.5625
H -2.0489 1.6456 0.3576
H -1.0106 0.6566 1.0757
I 2.5605 -2.5726 -1.6015
C 3.9781 -3.2750 0.2140
C 4.7640 -4.2946 -0.2730
C 5.7527 -4.9633 0.4712
C 5.9887 -4.6014 1.7630
C 5.2189 -3.5723 2.3505
C 5.4601 -3.2227 3.6982
C 4.7062 -2.2735 4.3160
C 3.6791 -1.6388 3.5960
C 3.4254 -1.9187 2.2714
P 2.0287 -1.0202 1.4566
C 0.9901 -0.6671 2.9401
C 0.8355 0.5509 3.5945
C -0.0857 0.6915 4.6279
C -0.8677 -0.3822 5.0216
C -0.7282 -1.6033 4.3717
C 0.1853 -1.7386 3.3414
C 2.8209 0.6120 1.1105
C 3.5937 1.3256 2.0281
C 4.0962 2.5781 1.7142
C 3.8449 3.1360 0.4669
C 3.1086 2.4246 -0.4664
C 2.6046 1.1682 -0.1498
C 4.1958 -2.9105 1.5849
H 4.6166 -4.5967 -1.3086
H 6.3276 -5.7608 0.0100
H 6.7523 -5.0885 2.3606
H 6.2491 -3.7440 4.2314
H 4.8753 -2.0108 5.3540
H 3.0602 -0.9243 4.1242
H 1.4282 1.4050 3.2973
H -0.1961 1.6530 5.1164
H -1.5966 -0.2654 5.8139
H -1.3592 -2.4411 4.6383
H 0.2534 -2.6797 2.8078
H 3.8100 0.8935 2.9968
H 4.6892 3.1196 2.4422
H 4.2305 4.1181 0.2208
H 2.9176 2.8476 -1.4444
H 2.0765 0.5945 -0.9041
Se 1.0007 -2.0507 -3.7862

***

(2)
ORCA calculation (the ωB97M-V functional and the def2-TZVPD basis) on C37H48F3MnSb2 as an isolated structure at a distorted geometry.

HOMO energy (spin up / spin down) = -9.74 / -10.56 eV
net charge = +1
expectation value of S² = 8.76
gap between HOMO and LUMO (spin up / spin down) = 6.76 / 7.56 eV
E_LUMO (spin up / spin down) = -2.9843 / -3.0019 eV
2S+1 = 6

Element x y z (Å)
Mn -0.5137 1.1170 0.1181
C -1.6419 3.2647 -0.0971
C -0.9504 3.3164 1.1486
C 0.4488 3.2861 0.8679
C 0.6165 3.2643 -0.5427
C -0.6717 3.1983 -1.1420
C -0.9811 3.3482 -2.6031
C 1.9152 3.5077 -1.2466
C 1.5573 3.4735 1.8619
C -1.5447 3.7242 2.4649
C -3.1091 3.4673 -0.3098
H -1.8875 2.8063 -2.8765
H -0.1640 2.9873 -3.2275
H -1.1431 4.4019 -2.8441
H 2.7488 3.0000 -0.7601
H 2.1418 4.5771 -1.2305
H 1.8766 3.1966 -2.2913
H 1.8167 4.5320 1.9478
H 2.4606 2.9403 1.5565
H 1.2700 3.1234 2.8536
H -0.9926 3.3091 3.3084
H -2.5907 3.4345 2.5560
H -1.5041 4.8131 2.5517
H -3.4790 2.8498 -1.1302
H -3.3076 4.5109 -0.5680
H -3.6817 3.2276 0.5865
C -5.2822 -2.4821 0.3649
C -5.0707 -1.0099 0.0531
C -5.6827 -0.6105 -1.2861
Sb -2.9961 -0.2693 0.0235
C -2.0360 -0.8425 1.9310
C -2.2105 -2.2863 2.3711
C -2.4564 0.1432 3.0182
C -1.7947 -1.6889 -1.1632
C -2.3984 -3.0671 -1.3870
C -1.4832 -1.0040 -2.4958
H -6.3482 -2.6483 0.5425
H -4.7469 -2.8075 1.2552
H -4.9894 -3.1140 -0.4717
H -5.5075 -0.4001 0.8475
H -5.2321 -1.1720 -2.1076
H -5.5607 0.4548 -1.4887
H -6.7528 -0.8300 -1.2844
H -0.9643 -0.6777 1.6975
H -3.2463 -2.4613 2.6639
H -1.5832 -2.4948 3.2427
H -1.9437 -2.9976 1.5879
H -3.5218 0.0402 3.2351
H -2.2683 1.1688 2.7029
H -1.9093 -0.0365 3.9479
H -0.8694 -1.7991 -0.5800
H -3.2812 -3.0041 -2.0262
H -2.6848 -3.5446 -0.4505
H -1.6730 -3.7160 -1.8871
H -2.4008 -0.8220 -3.0602
H -0.8276 -1.6232 -3.1111
H -0.9914 -0.0323 -2.3506
F 7.8258 1.7317 -0.9762
C 6.5608 1.3407 -0.8010
C 6.1858 0.8101 0.4184
C 4.8696 0.4124 0.5973
C 3.9508 0.5408 -0.4377
C 4.3517 1.0931 -1.6510
C 5.6644 1.4878 -1.8435
Sb 1.9280 -0.0988 -0.1388
C 1.9252 -1.6402 -1.6284
C 1.6210 -2.9603 -1.3110
C 1.6007 -3.9361 -2.2973
C 1.8739 -3.5695 -3.6010
F 1.8585 -4.5063 -4.5544
C 2.1455 -2.2599 -3.9525
C 2.1620 -1.2970 -2.9570
C 2.2577 -1.2618 1.6181
C 3.1051 -2.3678 1.6306
C 3.2441 -3.1308 2.7782
C 2.5512 -2.7547 3.9156
F 2.6730 -3.4952 5.0191
C 1.7443 -1.6332 3.9506
C 1.5947 -0.8940 2.7871
H 6.9173 0.7130 1.2093
H 4.5703 -0.0094 1.5483
H 3.6465 1.2249 -2.4602
H 5.9974 1.9077 -2.7832
H 1.3849 -3.2392 -0.2924
H 1.3803 -4.9695 -2.0637
H 2.3270 -2.0079 -4.9887
H 2.3483 -0.2675 -3.2363
H 3.6751 -2.6287 0.7473
H 3.8723 -4.0113 2.8007
H 1.2528 -1.3515 4.8722
H 0.9578 -0.0146 2.7943

***

(3)
ORCA calculation (the ωB97M-V functional and the def2-TZVPD basis) on C37H48N3O8P3Se2Ti as an isolated structure at a distorted geometry.

HOMO energy = -13.00 eV
net charge = +2
gap between HOMO and LUMO = 6.80 eV
E_LUMO = -6.2015 eV

Element x y z (Å)
Ti 0.2588 -0.3840 1.8239
O 2.4741 -3.4678 2.2798
C 1.5219 -2.7983 2.5713
N 1.5275 -1.4207 2.9057
C 2.6697 -0.8369 3.4589
O 3.6400 -1.4110 3.8716
C 2.5105 0.6516 3.5257
C 3.3756 1.4539 4.2453
C 3.1101 2.8141 4.2976
C 2.0009 3.3080 3.6233
C 1.1955 2.4358 2.9125
N 1.4494 1.1248 2.8689
C 0.1126 -3.3027 2.5344
C -0.2108 -4.6201 2.7843
C -1.5531 -4.9771 2.7509
C -2.4936 -4.0007 2.4660
C -2.0728 -2.7025 2.2227
N -0.7877 -2.3561 2.2476
H 4.2120 0.9956 4.7532
H 3.7489 3.4779 4.8623
H 1.7483 4.3576 3.6489
H 0.3221 2.7836 2.3681
H 0.5752 -5.3265 3.0085
H -1.8576 -5.9927 2.9571
H -3.5499 -4.2262 2.4425
H -2.7915 -1.9160 2.0283
C 2.7381 3.8553 -0.0910
C 1.7700 3.6851 -1.2325
C 2.1195 4.4780 -2.4683
O 1.7998 2.2553 -1.6345
P 0.7512 1.2026 -1.1894
O 0.5788 1.0491 0.2941
C 1.4001 -0.3198 -1.9404
P 1.8025 -1.4639 -0.6196
O 0.5256 -1.5875 0.1932
O 2.4140 -2.7675 -1.1545
C 1.7953 -3.9380 -1.8423
C 2.9479 -4.8599 -2.1416
C 0.7415 -4.5426 -0.9483
O 2.8967 -0.8069 0.2673
C 4.3385 -0.7144 -0.1273
C 4.7574 0.6849 0.2401
C 5.0888 -1.8139 0.5817
O -0.6497 1.5619 -1.7732
C -0.8795 1.9721 -3.1807
C -1.7904 0.9475 -3.8118
C -1.4774 3.3558 -3.1276
H 2.6557 4.8719 0.2922
H 3.7630 3.7024 -0.4259
H 2.5241 3.1604 0.7211
H 0.7435 3.8969 -0.9138
H 3.1156 4.2164 -2.8198
H 2.1093 5.5410 -2.2332
H 1.4076 4.3010 -3.2707
H 2.2828 -0.0871 -2.5389
H 0.6342 -0.7594 -2.5828
H 1.3670 -3.5350 -2.7641
H 3.3937 -5.2204 -1.2168
H 3.7101 -4.3624 -2.7353
H 2.5800 -5.7149 -2.7053
H 1.1867 -4.8674 -0.0080
H 0.3269 -5.4151 -1.4540
H -0.0769 -3.8567 -0.7338
H 4.3650 -0.8625 -1.2096
H 4.5842 0.8642 1.3009
H 4.2199 1.4366 -0.3393
H 5.8234 0.7992 0.0507
H 5.0809 -1.6621 1.6588
H 6.1224 -1.8055 0.2372
H 4.6576 -2.7885 0.3699
H 0.0967 1.9966 -3.6754
H -2.7322 0.8891 -3.2690
H -1.3461 -0.0444 -3.8243
H -1.9978 1.2322 -4.8423
H -2.4122 3.3401 -2.5677
H -1.6881 3.6987 -4.1395
H -0.8046 4.0731 -2.6611
Se -1.9959 1.0623 1.7715
P -4.0807 0.1111 1.3316
Se -1.2882 0.1671 3.7755
C -4.8750 1.6643 0.8453
C -4.6190 2.3200 -0.3615
C -5.2558 3.5123 -0.6486
C -6.1524 4.0591 0.2640
C -6.4111 3.4159 1.4628
C -5.7728 2.2185 1.7554
C -3.8138 -0.7214 -0.2756
C -2.6006 -1.2100 -0.7423
C -2.5505 -1.9950 -1.8861
C -3.7085 -2.2792 -2.5906
C -4.9246 -1.7792 -2.1406
C -4.9801 -1.0151 -0.9886
H -3.9311 1.8834 -1.0755
H -5.0671 4.0182 -1.5853
H -6.6565 4.9867 0.0322
H -7.1134 3.8380 2.1662
H -5.9793 1.7115 2.6882
H -1.6771 -0.9875 -0.2126
H -1.5995 -2.3849 -2.2278
H -3.6707 -2.8879 -3.4817
H -5.8337 -1.9952 -2.6824
H -5.9391 -0.6478 -0.6462

***

(4)
ORCA calculation (the ωB97M-V functional and the def2-TZVPD basis) on C37H48N9O3Sr as an isolated structure at a distorted geometry.

HOMO energy = -3.83 eV
net charge = -1
gap between HOMO and LUMO = 6.03 eV
E_LUMO = 2.1965 eV

Element x y z (Å)
Sr 0.4307 0.3618 0.3766
C -1.9358 -2.2500 3.8740
O -2.4731 -1.0146 4.3276
C -2.8916 -0.1091 3.3841
C -4.0052 0.6467 3.7003
C -4.5016 1.6186 2.8315
C -3.8862 1.8090 1.6073
C -2.7567 1.0638 1.2765
C -2.1655 1.1448 -0.0794
N -2.1821 2.1926 -0.8041
N -1.8458 2.0701 -2.1571
C -0.6807 1.5907 -2.4789
O 0.2293 1.1045 -1.7148
C -0.3789 1.6224 -3.9543
C 0.6322 0.8105 -4.4537
C 0.8887 0.7555 -5.8180
C 0.1423 1.5295 -6.6960
C -0.8523 2.3654 -6.1999
C -1.1113 2.4124 -4.8377
C -2.1876 0.1269 2.1751
O -1.0551 -0.4565 1.8955
H -0.9337 -2.1351 3.4716
H -2.5689 -2.6871 3.0952
H -1.9341 -2.9046 4.7453
H -4.4831 0.4578 4.6557
H -5.3734 2.1982 3.1081
H -4.2608 2.5278 0.8883
H -1.7913 0.1890 -0.4672
H 1.2188 0.2386 -3.7483
H 1.6755 0.1124 -6.1965
H 0.3404 1.4921 -7.7608
H -1.4272 2.9841 -6.8794
H -1.8894 3.0471 -4.4340
C 4.7682 -0.4772 0.7458
N 3.6373 -1.3405 1.0565
C 2.9241 -0.9734 2.2724
C 3.0140 -2.0912 0.0954
N 1.7146 -2.0581 -0.0195
C 1.0167 -3.2505 -0.2967
C 1.4643 -4.4855 0.1804
C 0.7894 -5.6673 -0.0838
C -0.3863 -5.6233 -0.8198
C -0.8774 -4.3981 -1.2414
C -0.2067 -3.1944 -0.9901
N -0.8151 -1.9685 -1.2924
C -1.4258 -1.8852 -2.4438
N -2.6192 -1.2395 -2.5665
C -3.5997 -1.2554 -1.4968
C -3.0180 -0.5099 -3.7562
N -0.9110 -2.3855 -3.6201
C 0.5079 -2.6223 -3.7340
C -1.7250 -3.1621 -4.5299
N 3.8603 -2.8468 -0.6803
C 5.0339 -3.4939 -0.1375
C 3.4668 -3.2846 -1.9992
H 5.3967 -0.3749 1.6323
H 4.4315 0.5247 0.4643
H 5.3686 -0.8975 -0.0573
H 3.5745 -1.1533 3.1329
H 2.0355 -1.5950 2.3771
H 2.6502 0.0853 2.2779
H 2.3686 -4.5070 0.7796
H 1.1673 -6.6048 0.3057
H -0.9448 -6.5284 -1.0254
H -1.8367 -4.3449 -1.7476
H -3.1886 -1.7619 -0.6265
H -4.5022 -1.7770 -1.8368
H -3.8806 -0.2410 -1.2149
H -3.8201 -1.0238 -4.3012
H -2.1641 -0.3757 -4.4157
H -3.3684 0.4796 -3.4540
H 1.0355 -1.8650 -3.1619
H 0.7962 -2.5311 -4.7844
H 0.8025 -3.6142 -3.3696
H -2.7796 -3.0259 -4.3072
H -1.4868 -4.2287 -4.4318
H -1.5462 -2.8600 -5.5653
H 5.1891 -3.1830 0.8916
H 5.9253 -3.2437 -0.7200
H 4.9058 -4.5825 -0.1637
H 2.7158 -2.6067 -2.3889
H 3.0510 -4.2975 -1.9972
H 4.3393 -3.2596 -2.6562
C 0.9785 1.7883 3.7735
C 1.9085 2.4450 2.7983
C 2.8590 3.4192 3.0323
C 3.4347 3.7231 1.7661
C 2.7994 2.9080 0.8491
C 2.9919 2.8709 -0.6372
N 1.8698 2.1146 1.4667
H 1.2188 2.0889 4.7952
H 1.0239 0.6932 3.7360
H -0.0702 2.0480 3.5933
H 3.0910 3.8634 3.9913
H 4.2035 4.4519 1.5439
H 3.9131 3.3908 -0.9117
H 2.1674 3.3392 -1.1834
H 3.0640 1.8513 -1.0377

***

(5)
ORCA calculation (the ωB97M-V functional and the def2-TZVPD basis) on C37H49AsBFN3Sc as an isolated structure.

HOMO energy = -7.89 eV
net charge = 0
gap between HOMO and LUMO = 8.22 eV
E_LUMO = 0.3283 eV

Element x y z (Å)
Sc -0.0792 0.3581 0.4116
C -0.9362 -3.0944 3.6501
C -0.0606 -1.8945 4.0226
C 0.8295 -2.2196 5.2252
C -0.9172 -0.6657 4.2754
C -1.8862 -0.7197 5.2743
C -2.7300 0.3521 5.5173
C -2.5882 1.5125 4.7730
C -1.6095 1.6184 3.7878
C -1.4574 2.9019 3.0030
C -2.3716 2.9146 1.7757
C -1.6794 4.1608 3.8394
C -0.7884 0.5119 3.5211
N 0.1815 0.5685 2.4664
C 1.5159 0.7291 2.8440
C 1.9632 1.2221 4.0744
C 3.3166 1.4151 4.3352
C 4.2802 1.1391 3.3748
C 3.8712 0.6541 2.1384
C 2.5348 0.4581 1.9353
F 2.1285 0.0061 0.6850
H -0.3234 -3.9790 3.4675
H -1.5091 -2.9010 2.7412
H -1.6439 -3.3279 4.4509
H 0.5900 -1.6878 3.1753
H 0.2306 -2.4673 6.1071
H 1.4738 -1.3753 5.4811
H 1.4666 -3.0797 5.0035
H -1.9926 -1.6271 5.8604
H -3.4862 0.2872 6.2903
H -3.2354 2.3589 4.9724
H -0.4353 2.9248 2.6414
H -3.4223 2.8369 2.0758
H -2.1815 2.0760 1.0995
H -2.2345 3.8277 1.1885
H -2.7343 4.3035 4.0928
H -1.3576 5.0390 3.2734
H -1.1102 4.1267 4.7717
H 1.2208 1.4535 4.8311
H 3.6165 1.7946 5.3045
H 5.3317 1.2923 3.5766
H 4.5719 0.4162 1.3480
N -0.1746 0.0339 -1.9104
C -0.3531 0.9736 -2.9979
C -0.5746 0.4171 -4.2539
C -0.7353 1.2096 -5.3729
C -0.6301 2.5839 -5.2218
C -0.4076 3.1255 -3.9679
C -0.3072 2.3520 -2.7996
C -0.0821 3.0498 -1.4778
C -0.3835 4.4182 -1.4400
C 0.0083 5.2198 -0.3810
C 0.7285 4.6547 0.6609
C 0.9128 3.2795 0.6751
C 0.4663 2.4195 -0.3404
H 0.8028 -0.2690 -1.9168
H -0.6952 -0.8100 -2.1292
H -0.6166 -0.6639 -4.3438
H -0.9098 0.7607 -6.3421
H -0.7059 3.2384 -6.0813
H -0.2891 4.1960 -3.8931
H -0.9363 4.8734 -2.2507
H -0.2349 6.2757 -0.3823
H 1.1045 5.2665 1.4739
H 1.4058 2.8632 1.5459
B 0.5751 -4.4370 0.0427
C 0.2819 -2.8986 0.2205
N 0.0448 -1.7696 0.3215
H -0.4757 -4.9446 -0.3157
H 0.9518 -4.8677 1.1157
H 1.4340 -4.5228 -0.8169
C -4.0717 0.0900 -2.3830
C -4.3880 0.1513 -0.8889
As -2.9868 -0.6856 0.1546
C -3.7509 -0.7296 1.9694
C -5.2267 -0.3654 2.0900
C -3.1588 -2.5510 -0.3732
C -4.5191 -3.1718 -0.0837
H -4.8263 0.6256 -2.9608
H -4.0494 -0.9374 -2.7520
H -3.1049 0.5461 -2.6122
H -5.3345 -0.3303 -0.6518
H -4.4571 1.1876 -0.5544
H -3.1540 -0.0621 2.5827
H -3.5627 -1.7356 2.3465
H -5.4155 0.6601 1.7690
H -5.5360 -0.4409 3.1351
H -5.8747 -1.0200 1.5050
H -2.3591 -3.0910 0.1321
H -2.9261 -2.6024 -1.4384
H -4.7425 -3.1851 0.9834
H -4.5291 -4.2068 -0.4314
H -5.3341 -2.6494 -0.5887